C40H38BGdN6O4 | ωB97M-V/def2-TZVPD

XYZ file:
```
90
Properties=species:S:1:pos:R:3:forces:R:3
Gd 1.98652 0.37923 -0.01734 1.5 0.7 0.1
C 2.44414 -2.44619 3.04322 0.0 0.0 0.0
C 2.47717 -1.05352 2.96545 0.2 -0.2 0.1
N 3.05209 -0.65745 1.83269 0.1 -0.2 0.7
N 3.39265 -1.78424 1.15872 0.2 -0.3 0.2
C 3.03620 -2.86451 1.86993 0.0 0.0 0.1
B 4.23182 -1.75910 -0.15739 -0.1 0.3 0.0
N 3.32889 -1.79571 -1.43217 0.2 -0.2 -0.1
C 3.18183 -2.83836 -2.26267 0.0 0.0 -0.2
C 2.46591 -2.43082 -3.36957 -0.1 0.0 0.0
C 2.19074 -1.08824 -3.12138 0.1 0.0 0.0
N 2.72600 -0.70340 -1.96338 -0.1 -0.3 -0.8
N 5.02846 -0.44691 -0.16334 0.3 -0.1 0.0
C 6.36263 -0.30565 -0.08706 0.0 0.1 0.0
C 6.65500 1.04126 -0.06114 0.1 0.0 0.0
C 5.40533 1.66491 -0.12110 0.0 0.0 0.0
N 4.43207 0.76415 -0.18271 0.5 0.1 -0.1
H 2.02981 -3.05684 3.82630 0.0 0.0 0.0
H 2.14319 -0.32803 3.69123 -0.1 0.0 -0.1
H 3.24657 -3.86066 1.51560 0.0 0.0 0.0
H 4.96928 -2.69830 -0.17995 0.0 -0.1 0.0
H 3.59099 -3.80573 -2.02224 0.1 0.1 0.0
H 2.16834 -3.02093 -4.21788 0.0 0.0 0.0
H 1.65084 -0.38509 -3.73617 0.0 0.0 0.1
H 7.01174 -1.16507 -0.06244 -0.1 0.0 0.0
H 7.62662 1.49930 -0.00331 0.0 0.0 0.0
H 5.17959 2.71949 -0.12388 -0.1 0.0 0.0
C -4.31882 -0.29633 1.02739 0.2 0.0 -0.1
C -3.52489 0.57199 0.05689 -0.4 0.0 0.0
C -4.46943 1.38178 -0.81978 0.2 0.0 0.1
O -2.66813 1.42788 0.78927 0.1 0.1 -0.1
C -1.30796 1.08623 0.60490 0.2 0.0 -0.1
C -1.31991 -0.03969 -0.46230 0.1 0.0 0.2
O -2.68639 -0.20559 -0.78689 0.0 -0.1 0.1
C -0.64396 -1.38671 -0.04224 -0.4 -0.2 -0.1
O 0.69211 -1.12178 0.27658 -1.6 -1.0 0.2
C -0.65974 -2.40809 -1.19230 0.0 0.1 0.0
C 0.06854 -3.57850 -0.97941 -0.1 0.0 0.0
C 0.06340 -4.60106 -1.91094 0.1 0.0 0.1
C -0.65167 -4.46099 -3.09295 0.0 0.0 0.0
C -1.35456 -3.29113 -3.32608 0.0 0.0 -0.1
C -1.36975 -2.27175 -2.37958 0.1 0.1 0.1
C -1.36176 -2.02952 1.15426 0.1 0.0 0.0
C -0.97733 -1.70664 2.45074 -0.1 0.0 -0.1
C -1.59269 -2.29409 3.54655 0.0 0.0 0.0
C -2.59572 -3.23306 3.35918 0.0 0.0 0.0
C -2.98316 -3.56872 2.07007 0.0 0.0 0.0
C -2.37359 -2.97017 0.97794 0.0 0.1 0.0
C -0.47798 2.36582 0.24742 -0.6 0.3 0.1
O 0.87252 2.02615 0.17562 -1.0 1.0 -0.1
C -0.97438 2.95328 -1.07970 0.2 0.0 0.0
C -0.30014 2.69340 -2.26872 -0.1 0.0 0.1
C -0.74734 3.21925 -3.47231 0.0 0.0 -0.1
C -1.87092 4.03044 -3.49999 0.0 0.0 0.0
C -2.53913 4.31238 -2.31735 0.0 0.0 0.0
C -2.09525 3.77778 -1.11749 0.0 0.0 0.0
C -0.60436 3.43348 1.34493 0.1 -0.1 0.0
C 0.10895 4.61557 1.14384 0.0 0.0 0.0
C 0.12723 5.60946 2.10567 0.0 0.0 -0.1
C -0.56884 5.43669 3.29559 0.0 0.0 0.0
C -1.27753 4.26647 3.50524 0.0 0.0 0.1
C -1.29642 3.26786 2.53728 0.0 0.0 -0.1
H -5.02148 0.32981 1.57750 0.0 0.0 0.0
H -3.65075 -0.78447 1.73215 0.0 0.0 0.1
H -4.86664 -1.05639 0.47035 0.0 0.0 0.0
H -5.01740 2.09245 -0.20122 0.0 0.0 0.0
H -5.16957 0.70679 -1.31158 0.0 0.0 0.0
H -3.90145 1.92043 -1.57381 0.0 0.0 0.0
H -0.88535 0.70755 1.54131 -0.1 0.0 0.0
H -0.78021 0.28939 -1.36091 -0.1 0.0 -0.1
H 0.61775 -3.67755 -0.05052 0.0 0.0 0.0
H 0.62454 -5.50847 -1.71901 0.0 0.0 0.0
H -0.66492 -5.26196 -3.82186 0.0 0.0 0.0
H -1.91066 -3.17110 -4.24808 0.0 0.0 0.0
H -1.95673 -1.38403 -2.56627 0.0 0.0 0.0
H -0.17533 -1.00004 2.59421 0.1 0.0 0.0
H -1.28041 -2.02336 4.54832 0.0 0.0 0.0
H -3.06749 -3.70496 4.21186 0.0 0.0 0.0
H -3.76175 -4.30554 1.91608 0.0 0.0 0.0
H -2.69177 -3.23077 -0.02344 0.0 0.0 0.0
H 0.60047 2.09276 -2.24201 0.0 0.0 -0.1
H -0.21065 3.00498 -4.38838 0.0 0.0 0.0
H -2.21616 4.44992 -4.43629 0.0 0.0 0.0
H -3.41086 4.95503 -2.32964 0.0 0.0 0.0
H -2.62038 4.00064 -0.19788 0.0 0.0 0.0
H 0.65346 4.74490 0.21622 0.0 0.0 0.0
H 0.68370 6.52141 1.92783 0.0 0.0 0.0
H -0.55527 6.21047 4.05275 0.0 0.0 0.0
H -1.82464 4.12428 4.42915 0.0 0.0 0.0
H -1.87550 2.37212 2.71385 0.0 0.0 0.0
```
Forces are in eV/Å.

Values from the calculation:
multiplicity = 8
⟨S²⟩ = 15.849
HOMO level (spin up / spin down) = -8.7122 / -8.7168 eV
max |F| = 1.900 eV/Å
calculated total energy = -80742.7235 eV
orbital gap (spin up / spin down) = 8.99 / 9.26 eV

Here are the Löwdin charges for atoms 1 to 8, given in e: Gd 1.58; C -0.04; C -0.14; N -0.08; N -0.06; C -0.07; B -0.52; N -0.04